[1]
Entry from the Open Molecules 2025 dataset: an isolated ion of composition C3H7N and charge +1 in a non-equilibrium geometry (wB97M-V/def2-TZVPD).

Summary:
- Net charge: +1
- Highest occupied orbital energy (alpha / beta): -17.2 / -17.2 eV
- Relative energy (zero: lowest compared OMol25 entry of this formula, charge and spin): 53.7 kcal per mole
- LUMO energy (alpha / beta): -5.536 / -8.983 eV
- Electronic energy: -172.87451 hartree
- Expectation value of S²: 0.759
- HOMO-LUMO gap (alpha / beta): 11.7 / 8.2 eV
- Spin multiplicity: 2

Each line ends with the Löwdin spin population.
Positions of all 11 atoms, in Å:
C 1.33907 -0.82021 0.45789  0.01
C 0.46861 0.33184 -0.05045  0.08
C -1.91493 0.39326 -0.46940  0.10
N -0.82085 -0.15916 -0.65399  0.69
H 2.29328 -0.39192 0.74985  0.00
H 1.40158 -1.64451 -0.24785  0.00
H 0.78113 -1.21645 1.31015  0.00
H 0.23477 1.04564 0.73392  0.02
H 0.95265 0.87887 -0.86967  0.01
H -1.80060 1.45306 -0.21043  0.06
H -2.93470 0.12958 -0.75002  0.03



[2]
Entry from the Open Molecules 2025 dataset: an isolated molecule of C6H10O in a non-equilibrium geometry (wB97M-V/def2-TZVPD).

Summary:
- Highest occupied orbital energy: -7.8 eV
- Relative energy (zero: lowest compared OMol25 entry of this formula, charge and spin): 155.4 kcal per mole
- LUMO energy: 0.554 eV
- Electronic energy: -309.59470 hartree
- HOMO-LUMO gap: 8.3 eV

Each line ends with the Löwdin charge.
Positions of all 17 atoms, in Å:
C 2.36001 -0.50825 -0.01725  -0.16
C 0.96327 -0.37340 0.45564  -0.02
C -1.10107 -0.35629 -1.13094  -0.06
C -1.75654 0.60734 -0.14377  -0.35
C -1.89133 -0.79474 0.27272  -0.06
O -0.85965 1.23817 0.78945  -0.14
C 0.53427 1.02089 0.70347  -0.29
H 2.91005 0.39490 -0.32657  0.07
H 2.41609 -1.28752 -0.78961  0.08
H 2.88169 -0.97297 0.83575  0.09
H -0.11988 -0.00482 -1.57242  0.11
H -1.38809 -1.00268 -1.99810  0.10
H -2.48946 1.41092 -0.32680  0.15
H -2.78092 -1.42152 0.08585  0.10
H -1.58642 -0.95909 1.32605  0.11
H 0.97500 1.84053 0.10052  0.13
H 0.93299 1.16852 1.73602  0.16



[3]
Entry from the Open Molecules 2025 dataset: a 9-piece molecular cluster, C22H50N6O18S3 overall in a non-equilibrium geometry (wB97M-V/def2-TZVPD).

Summary:
- Net charge: -2
- Highest occupied orbital energy: -1.5 eV
- Relative energy (zero: lowest compared OMol25 entry of this formula, charge and spin): 175.1 kcal per mole
- LUMO energy: 3.412 eV
- Electronic energy: -3745.74082 hartree
- HOMO-LUMO gap: 5.0 eV

Each line ends with the Löwdin charge.
Positions of all 99 atoms, in Å:
S 0.34397 0.62516 0.49373  0.08
O 1.77958 0.53617 0.77549  -0.50
O -0.28414 -0.72302 0.35527  -0.53
O -0.34099 1.32767 1.60863  -0.51
O 0.22900 1.36562 -0.76734  -0.50
C 2.07124 -5.21874 1.70597  -0.01
C 1.28756 -6.02648 0.77149  -0.58
O 1.37119 -7.26758 0.68462  0.00
N 0.53568 -5.33724 -0.05523  0.01
C -0.39225 -5.88731 -0.99298  -0.08
H 2.01210 -5.56634 2.73736  0.09
H 1.78552 -4.16907 1.77422  0.09
H 3.14186 -5.20485 1.50176  0.09
H 0.45832 -4.33633 0.05567  0.14
H -1.00203 -5.08768 -1.41353  0.08
H -1.05155 -6.54824 -0.43030  0.09
H 0.06764 -6.34374 -1.86950  0.08
C 3.53622 -0.43805 5.75724  0.01
C 2.72809 0.28427 6.80839  -0.66
O 2.96100 0.14554 7.96589  0.05
N 1.68606 0.90987 6.37735  0.04
C 0.64346 1.48095 7.24606  -0.06
H 3.16542 -0.43676 4.73225  0.08
H 3.80929 -1.41447 6.15740  0.08
H 4.42426 0.19037 5.68966  0.08
H 1.53382 0.93595 5.37923  0.15
H 0.98378 2.48275 7.50812  0.08
H 0.39504 1.04925 8.21561  0.08
H -0.34846 1.55354 6.80004  0.08
C -4.95709 2.37436 1.90215  0.01
C -4.74568 3.67004 2.74158  -0.57
O -5.65568 4.44589 2.76436  0.03
N -3.56899 3.83892 3.35819  0.01
C -3.16092 4.99980 4.10733  -0.07
H -5.51746 2.59232 0.99299  0.07
H -5.50739 1.59364 2.42725  0.07
H -3.99070 1.98894 1.57712  0.07
H -2.91204 3.09474 3.17187  0.14
H -2.81772 5.79221 3.44220  0.08
H -2.35837 4.69104 4.77716  0.08
H -4.03993 5.46341 4.55511  0.08
C 7.10605 0.98726 0.64747  -0.01
C 6.94197 1.89743 -0.55945  -0.64
O 7.90031 2.30378 -1.13762  0.05
N 5.72917 2.28284 -0.84728  0.03
C 5.39870 3.05143 -2.06174  -0.05
H 7.02300 1.60403 1.54234  0.08
H 8.07893 0.49631 0.67133  0.07
H 6.35199 0.20671 0.74864  0.08
H 4.98146 1.83328 -0.33843  0.15
H 5.58501 2.50828 -2.98823  0.08
H 5.89708 4.01919 -2.11800  0.08
H 4.32512 3.21316 -1.96496  0.09
C -4.85903 -3.84595 1.74518  -0.01
C -4.32973 -3.53492 3.10859  -0.59
O -5.11081 -3.72732 4.03332  0.00
N -3.08130 -3.07602 3.27408  0.04
C -2.52487 -2.65006 4.60793  -0.04
H -4.07210 -4.09835 1.03444  0.07
H -5.43863 -3.01596 1.34111  0.08
H -5.53008 -4.69818 1.85239  0.08
H -2.55410 -2.80935 2.45491  0.14
H -3.14750 -2.97940 5.43977  0.07
H -2.46399 -1.56207 4.63380  0.08
H -1.48987 -2.97815 4.70406  0.07
C -2.48331 5.14105 -2.37101  0.00
C -1.82129 5.38955 -3.73243  -0.50
O -2.43508 6.05720 -4.64178  -0.05
N -0.63902 4.79762 -3.88463  0.00
C 0.08103 4.77299 -5.09181  -0.09
H -1.79534 4.67039 -1.66868  0.08
H -3.41866 4.60606 -2.53538  0.08
H -2.64508 6.10793 -1.89448  0.08
H -0.30907 4.16723 -3.16780  0.15
H -0.16600 3.93776 -5.74713  0.08
H 1.15765 4.73085 -4.92684  0.09
H -0.18026 5.64493 -5.69143  0.08
C -3.85943 -0.22213 -3.96950  -0.14
C -2.46380 -0.59721 -4.55895  -0.18
O -2.69709 -1.20312 -5.78176  -0.21
S -4.11186 -1.95322 -5.86186  0.75
O -3.99557 -3.24041 -5.16701  -0.26
O -4.71441 -1.85425 -7.23688  -0.28
O -4.78836 -0.77705 -4.89761  -0.22
H -4.08759 0.84367 -3.95965  0.13
H -3.97854 -0.67868 -2.98691  0.13
H -1.88769 -1.22653 -3.88060  0.13
H -1.81077 0.26706 -4.68015  0.14
C 3.17297 -1.86593 -3.68313  -0.16
C 2.59878 -3.03098 -4.51073  -0.19
O 2.66317 -2.69162 -5.86852  -0.21
S 3.49345 -1.28030 -6.06369  0.74
O 2.56308 -0.16120 -6.00729  -0.25
O 4.47957 -1.23240 -7.17492  -0.27
O 4.17868 -1.45728 -4.57811  -0.21
H 3.61818 -2.23926 -2.76090  0.15
H 2.45505 -1.05941 -3.53409  0.14
H 1.56912 -3.31343 -4.29136  0.13
H 3.24195 -3.90478 -4.40637  0.13



[4]
Entry from the Open Molecules 2025 dataset: a 2-piece molecular cluster, C7H11PSi overall in a non-equilibrium geometry (wB97M-V/def2-TZVPD).

Summary:
- Highest occupied orbital energy (alpha / beta): -8.8 / -6.6 eV
- Relative energy (zero: lowest compared OMol25 entry of this formula, charge and spin): 109.5 kcal per mole
- LUMO energy (alpha / beta): -0.031 / -1.189 eV
- Electronic energy: -903.99120 hartree
- HOMO-LUMO gap (alpha / beta): 8.8 / 5.4 eV

Each line ends with the Löwdin charge.
Positions of all 20 atoms, in Å:
C 1.97793 -1.12978 -0.04875  -0.13
C 1.36855 -1.20512 -1.28751  -0.07
C 1.21057 -0.98582 1.08744  -0.10
C -0.04777 -1.03408 -1.36557  -0.04
C -0.17357 -0.84702 0.94937  -0.14
C -0.82650 -0.98523 -0.22474  -0.39
C -2.33614 -0.71766 -0.25337  -0.35
Si -2.51275 1.01167 0.48817  0.69
P 1.63064 2.72046 0.26466  0.65
H 3.02434 -1.15617 0.15171  0.09
H 1.96380 -1.27745 -2.17351  0.09
H 1.63051 -0.81214 2.08186  0.11
H -0.47434 -0.82060 -2.36692  0.12
H -0.86600 -0.85836 1.80922  0.11
H -2.71951 -0.71736 -1.31810  0.08
H -2.55058 -1.61079 0.25085  0.06
H -2.90517 1.09594 1.91537  -0.12
H -1.78702 2.08060 -0.38778  -0.09
H 1.61900 3.83181 1.03444  -0.28
H 2.19961 3.36422 -0.75848  -0.29



[5]
Entry from the Open Molecules 2025 dataset: C25H29IrN2O3P2S4 as an isolated structure (wB97M-V/def2-TZVPD).

Summary:
- Net charge: -1
- Highest occupied orbital energy (alpha / beta): -4.8 / -4.7 eV
- Relative energy (zero: lowest compared OMol25 entry of this formula, charge and spin): 3.8 kcal per mole
- LUMO energy (alpha / beta): 2.332 / 2.294 eV
- Electronic energy: -3685.34213 hartree
- Expectation value of S²: 0.753
- HOMO-LUMO gap (alpha / beta): 7.2 / 7.0 eV
- Spin multiplicity: 2

Each line ends with the Löwdin spin population.
Positions of all 66 atoms, in Å:
Ir 0.19707 -0.22730 -0.57128  0.86
C -5.66057 -0.58925 -1.16074  0.00
C -5.02982 0.42128 -0.22843  0.00
O -4.48621 -0.25576 0.91474  0.00
P -2.91749 -0.20853 1.23850  0.00
S -2.50774 -1.09050 2.90769  0.00
S -2.03638 -0.88907 -0.48541  0.01
O -2.71579 1.39668 1.29469  0.00
C -1.51778 1.95058 1.84924  0.00
C -1.80071 2.56688 3.20250  0.00
H -6.13828 -0.07888 -2.00000  0.00
H -6.41337 -1.17608 -0.63359  0.00
H -4.89810 -1.26351 -1.54950  0.00
H -5.77028 1.12685 0.15414  0.00
H -4.24745 0.98522 -0.73768  0.00
H -1.17075 2.69866 1.13450  0.00
H -0.75352 1.16985 1.93568  0.00
H -2.58213 3.32399 3.11848  0.00
H -0.89773 3.04107 3.59388  0.00
H -2.12653 1.79584 3.89916  0.00
C 1.10963 3.09071 -2.97812  0.00
C 0.63480 2.54456 -1.66450  0.01
N 1.22318 3.01224 -0.55765  0.00
O -0.28124 1.70697 -1.60953  0.06
H 1.40425 4.13620 -2.90340  0.00
H 0.33481 2.96117 -3.72854  0.00
H 1.97874 2.49281 -3.26332  0.00
H 2.15775 3.38917 -0.63158  0.00
H 1.08782 2.44480 0.27030  0.00
S 3.86737 2.21564 1.08893  0.00
P 4.01787 0.58914 -0.03144  0.00
S 2.48550 -0.01316 -1.26778  0.00
C 4.61853 -0.82364 0.94957  0.00
C 4.12428 -2.10696 0.76416  0.00
C 4.60307 -3.15416 1.54017  0.00
C 5.58055 -2.92290 2.49433  0.00
C 6.09529 -1.64241 2.66494  0.00
C 5.61816 -0.59602 1.89424  0.00
C 5.36775 0.79102 -1.24483  0.00
C 5.77230 -0.30732 -2.00197  0.00
C 6.77983 -0.17119 -2.94175  0.00
C 7.39211 1.06209 -3.13161  0.00
C 6.99515 2.15458 -2.37728  0.00
C 5.98586 2.01972 -1.43208  0.00
H 3.35220 -2.28268 0.02504  0.00
H 4.18815 -4.14680 1.41179  0.00
H 5.93715 -3.73720 3.11269  0.00
H 6.86027 -1.45927 3.40935  0.00
H 5.99576 0.40870 2.04312  0.00
H 5.29002 -1.26594 -1.85375  0.00
H 7.09035 -1.02749 -3.52733  0.00
H 8.18086 1.16733 -3.86645  0.00
H 7.47519 3.11520 -2.51887  0.00
H 5.67205 2.85914 -0.82354  0.00
N 1.96593 -4.12557 5.45344  0.00
C 1.65059 -3.50581 4.53496  0.00
C 1.27684 -2.73886 3.38651  0.00
C 1.52125 -1.36674 3.34548  0.00
C 1.21039 -0.64492 2.21016  0.00
C 0.63228 -1.25378 1.08839  0.02
C 0.35708 -2.62841 1.16694  0.02
C 0.68648 -3.36439 2.29043  0.00
H 1.97832 -0.87680 4.19623  0.00
H 1.44158 0.41125 2.19132  0.00
H -0.13811 -3.12538 0.34266  0.00
H 0.47245 -4.42524 2.33215  0.00



[6]
Entry from the Open Molecules 2025 dataset: C49H55FN3O7SSiTeTi as an isolated structure in a non-equilibrium geometry (wB97M-V/def2-TZVPD).

Summary:
- Highest occupied orbital energy (alpha / beta): -6.7 / -7.6 eV
- LUMO energy (alpha / beta): -0.412 / -0.780 eV
- Electronic energy: -4496.25726 hartree
- Expectation value of S²: 0.782
- HOMO-LUMO gap (alpha / beta): 6.3 / 6.9 eV
- Spin multiplicity: 2

Each line ends with the Löwdin spin population.
Positions of all 119 atoms, in Å:
Ti -0.98621 1.46920 1.09393  0.15
O -1.06086 0.73740 2.75006  0.11
C -0.52394 1.12051 3.89219  0.35
C 0.16160 2.34880 4.05083  0.03
C 0.80081 2.66278 5.26133  0.09
C 1.49596 3.83717 5.38871  0.00
C 1.53429 4.78365 4.36888  0.12
C 0.88689 4.50584 3.18040  -0.01
C 0.23915 3.29198 2.98210  0.09
O -0.29052 3.00625 1.78519  0.03
N 2.23073 4.10122 6.64356  0.00
O 2.10053 3.30902 7.55980  -0.01
O 2.93430 5.09425 6.69029  -0.01
H -0.60926 0.43698 4.72749  0.02
H 0.76204 1.97285 6.09536  0.00
H 2.06243 5.71413 4.52005  0.01
H 0.87003 5.23661 2.37986  0.00
C -5.16022 0.68976 -0.28441  0.00
Si -4.15343 0.71294 1.28462  0.00
C -3.42453 -1.00226 1.54932  0.00
C -5.31324 0.93966 2.73699  0.00
N -2.87812 1.90291 1.13213  0.01
C -3.12532 3.24035 0.80863  0.00
C -4.21129 3.98591 1.28160  0.00
C -4.38878 5.31999 0.94242  0.00
C -3.49027 5.97003 0.10873  0.00
C -2.40378 5.26225 -0.38629  0.00
C -2.25715 3.94731 -0.03318  0.00
F -1.16898 3.27282 -0.54676  0.00
H -5.75269 -0.22988 -0.34466  0.00
H -4.50867 0.73580 -1.16366  0.00
H -5.85151 1.53919 -0.33221  0.00
H -3.94014 -1.49155 2.38116  0.00
H -2.36462 -0.99146 1.79337  0.00
H -3.56153 -1.62548 0.66179  0.00
H -5.90869 0.02625 2.84804  0.00
H -6.01633 1.76905 2.59956  0.00
H -4.76833 1.10554 3.67318  0.00
H -4.91462 3.49860 1.94786  0.00
H -5.24012 5.85910 1.34051  0.00
H -3.62691 7.01131 -0.15048  0.00
H -1.67853 5.71874 -1.04939  0.00
C 1.41788 -7.71425 1.81774  0.00
C 0.61124 -6.47516 2.11956  0.00
C -0.17069 -6.41213 3.26736  0.00
C -0.90519 -5.27265 3.57361  0.00
C -0.86931 -4.18896 2.71433  0.00
C -0.09613 -4.24396 1.55788  0.00
N -0.06504 -3.09961 0.70060  0.00
C -0.91323 -2.95951 -0.37461  0.00
C -1.48410 -4.08984 -0.98679  0.00
C -2.32598 -3.96105 -2.07079  0.00
C -2.64211 -2.70515 -2.59860  0.00
C -2.09827 -1.58918 -2.00902  0.00
C -1.23552 -1.69137 -0.90874  0.00
C -0.81328 -0.44341 -0.28534  0.00
O -1.26659 0.68565 -0.68634  0.00
O -0.04636 -0.37954 0.74241  0.01
C 0.66508 -5.37288 1.25423  0.00
C 1.54479 -5.40870 0.02930  0.00
H 1.22332 -8.49059 2.55722  0.00
H 2.48975 -7.49521 1.82748  0.00
H 1.17749 -8.11474 0.82903  0.00
H -0.19987 -7.26869 3.93302  0.00
H -1.50465 -5.23485 4.47528  0.00
H -1.44176 -3.29025 2.92364  0.00
H 0.17963 -2.23120 1.14542  0.00
H -1.26202 -5.07029 -0.58165  0.00
H -2.75886 -4.85176 -2.51267  0.00
H -3.30995 -2.61305 -3.44651  0.00
H -2.32926 -0.59310 -2.36630  0.00
H 1.52773 -4.45397 -0.49301  0.00
H 1.22399 -6.19180 -0.66501  0.00
H 2.57860 -5.62998 0.30863  0.00
C 4.41050 2.91113 -1.54361  0.00
C 3.86588 3.47906 -0.23136  0.00
C 2.35143 3.37476 -0.05600  0.00
S 1.63720 1.72848 0.17039  0.00
O 2.16670 0.84738 -0.93594  0.00
C 2.52455 1.20662 1.68987  0.00
C 3.67697 0.25348 1.37191  0.00
C 3.22118 -1.20036 1.23814  0.00
H 5.49058 3.06737 -1.60610  0.00
H 3.94063 3.40027 -2.40099  0.00
H 4.20723 1.84649 -1.61502  0.00
H 4.10440 4.54262 -0.17985  0.00
H 4.36847 2.99950 0.61387  0.00
H 1.82167 3.77239 -0.92699  0.00
H 2.01957 3.92123 0.82958  0.00
H 1.77239 0.71326 2.30783  0.00
H 2.85182 2.11720 2.19515  0.00
H 4.42278 0.34724 2.16330  0.00
H 4.14419 0.55410 0.43263  0.00
H 2.76538 -1.55464 2.16942  0.00
H 4.06844 -1.84781 1.00362  0.00
H 2.49032 -1.29268 0.43360  0.00
Te 0.94004 1.32672 -3.51325  0.00
C 0.43989 1.21777 -5.58004  0.00
C 1.27196 1.77772 -6.54875  0.00
C 0.93373 1.70962 -7.89584  0.00
C -0.24044 1.07731 -8.28994  0.00
C -1.07966 0.52040 -7.33148  0.00
C -0.74272 0.59634 -5.98432  0.00
C 1.82149 -0.60393 -3.53727  0.00
C 1.00599 -1.72776 -3.63620  0.00
C 1.53316 -3.00159 -3.44566  0.00
C 2.88633 -3.16038 -3.17383  0.00
C 3.71632 -2.04410 -3.14408  0.00
C 3.18601 -0.77152 -3.31838  0.00
H 2.19176 2.26843 -6.24701  0.00
H 1.58816 2.14804 -8.64053  0.00
H -0.50333 1.02444 -9.34037  0.00
H -1.99754 0.02920 -7.63385  0.00
H -1.40985 0.17547 -5.23902  0.00
H -0.04842 -1.61171 -3.85994  0.00
H 0.87437 -3.86369 -3.48243  0.00
H 3.29401 -4.14744 -2.98630  0.00
H 4.78100 -2.16528 -2.97840  0.00
H 3.83398 0.09455 -3.27683  0.00